DFT (wB97M-V/def2-TZVPD) results for an isolated molecule of C6H11NO2 in a non-equilibrium geometry.

Last columns: bonded neighbours and bond lengths (Å).
Geometry (Å):
1 N -0.0251 -1.8375 0.3101  C2 1.408, H10 1.120, H11 1.082
2 C 0.3942 -1.3059 -0.9239  N1 1.408, C3 1.547, C5 1.518, H12 1.036
3 C 1.6441 -0.3969 -1.0022  C2 1.547, O4 1.457, C5 1.569, H13 1.164
4 O 2.3676 -0.3950 0.2619  C3 1.457, H14 1.020
5 C 0.1921 0.1968 -1.0012  C2 1.518, C3 1.569, C6 1.502, H15 1.124
6 C -0.2806 1.2154 -0.0034  C5 1.502, C7 1.387, C8 1.555, H16 1.058
7 C -0.5208 1.1862 1.3629  C6 1.387, C8 1.573, H17 1.173, H18 1.175
8 C -1.7729 1.0893 0.4154  C6 1.555, C7 1.573, O9 1.396, H19 1.143
9 O -2.3441 -0.1621 0.1777  C8 1.396, H20 0.969
10 H 0.0620 -2.9387 0.4961  N1 1.120
11 H 0.4506 -1.5027 1.2226  N1 1.082
12 H 0.1800 -1.7599 -1.8307  C2 1.036
13 H 2.2089 -0.1723 -1.9946  C3 1.164
14 H 2.6147 0.5713 0.4768  O4 1.020
15 H -0.0235 0.3431 -2.0943  C5 1.124
16 H -0.1367 2.1753 -0.4234  C6 1.058
17 H -0.1876 0.3061 2.0638  C7 1.173
18 H -0.6380 2.2658 1.8123  C7 1.175
19 H -2.3325 2.0605 0.1896  C8 1.143
20 H -1.8523 -0.9388 0.4844  O9 0.969

Properties
Total charge = 0
SMILES = N[C@@H]1[C@H](O)[C@@H]1[C@@H]1C[C@@H]1O
Molecular weight = 129.2 g/mol
ΔE to the lowest compared entry with this formula, charge and spin = 5.354 eV
E_HOMO = -0.295 Eh
E_LUMO = 0.8 eV

Partial charges, natural (NBO), in e: number 1, N, carries -0.88; number 2, C, carries -0.06; number 3, C, carries 0.05; number 4, O, carries -0.73; number 5, C, carries -0.23; number 6, C, carries -0.31; number 7, C, carries -0.44; number 8, C, carries 0.11; number 9, O, carries -0.75; number 10, H, carries 0.38; number 11, H, carries 0.40; number 12, H, carries 0.21; number 13, H, carries 0.18; number 14, H, carries 0.48; number 15, H, carries 0.22; number 16, H, carries 0.21; number 17, H, carries 0.22; number 18, H, carries 0.23; number 19, H, carries 0.20; number 20, H, carries 0.51

DFT (wB97M-V/def2-TZVPD) results for a cluster of 6 separate species, C9H31O6 in total in a non-equilibrium geometry.

Last columns: bonded neighbours and bond lengths (Å).
Geometry (Å):
1 O 0.3553 0.2344 -1.0298  H2 0.960, H3 0.960, H4 0.960
2 H 0.6654 1.1106 -1.2702  O1 0.960
3 H -0.6047 0.2415 -1.0326  O1 0.960
4 H 0.6469 0.0270 -0.1390  O1 0.960
5 C -2.8174 -3.4043 -1.0434  C6 1.555, H9 1.090, H10 1.090, H11 1.090
6 C -1.5381 -3.7201 -0.2179  C5 1.555, C7 1.543, O8 1.397, H12 1.090
7 C -1.0496 -2.6182 0.7461  C6 1.543, H13 1.090, H14 1.090, H15 1.090
8 O -1.7973 -4.8840 0.5108  C6 1.397, H16 0.960
9 H -2.6927 -2.7267 -1.8880  C5 1.090
10 H -3.6513 -3.0738 -0.4241  C5 1.090
11 H -3.1423 -4.3131 -1.5499  C5 1.090
12 H -0.7369 -3.9238 -0.9283  C6 1.090
13 H -0.2633 -2.9077 1.4433  C7 1.090
14 H -1.8350 -2.1607 1.3476  C7 1.090
15 H -0.6246 -1.8769 0.0692  C7 1.090
16 H -1.1807 -5.0644 1.2241  O8 0.960
17 C 3.6100 0.2075 0.2846  C18 1.521, H21 1.090, H22 1.090, H23 1.090
18 C 2.8319 -0.0100 1.5734  C17 1.521, C19 1.527, O20 1.381, H24 1.090
19 C 2.8486 1.2962 2.3633  C18 1.527, H25 1.090, H26 1.090, H27 1.090
20 O 1.5554 -0.4039 1.2236  C18 1.381, H28 0.960
21 H 3.3308 -0.5537 -0.4440  C17 1.090
22 H 4.6741 0.1001 0.4945  C17 1.090
23 H 3.4124 1.1631 -0.2009  C17 1.090
24 H 3.2214 -0.8482 2.1511  C18 1.090
25 H 2.4798 1.0105 3.3484  C19 1.090
26 H 2.2256 2.0557 1.8909  C19 1.090
27 H 3.8994 1.5638 2.4745  C19 1.090
28 H 1.1759 -0.7458 2.0364  O20 0.960
29 C -3.2035 0.3278 -0.4487  O30 1.439, H31 1.090, H32 1.090, H33 1.090
30 O -2.2538 0.0037 -1.4794  C29 1.439, H34 0.960
31 H -2.9643 -0.2703 0.4306  C29 1.090
32 H -3.1650 1.3203 0.0003  C29 1.090
33 H -4.2496 0.1043 -0.6580  C29 1.090
34 H -2.7390 -0.2992 -2.2504  O30 0.960
35 C 1.4519 2.6403 -3.0882  O36 1.469, H37 1.090, H38 1.090, H39 1.090
36 O 1.0043 2.6786 -1.6895  C35 1.469, H40 0.960
37 H 0.9182 3.3697 -3.6975  C35 1.090
38 H 2.5089 2.8912 -3.1769  C35 1.090
39 H 1.2958 1.6673 -3.5541  C35 1.090
40 H 1.4285 3.4062 -1.2289  O36 0.960
41 C -0.8364 2.9820 1.0812  O42 1.410, H43 1.090, H44 1.090, H45 1.090
42 O -0.6878 1.6015 1.3269  C41 1.410, H46 0.960
43 H -0.0247 3.5947 1.4735  C41 1.090
44 H -0.9740 3.3277 0.0567  C41 1.090
45 H -1.7117 3.3571 1.6115  C41 1.090
46 H -0.7968 1.5219 2.2774  O42 0.960

Properties
Total charge = 0
Molecular weight = 235.3 g/mol
ΔE to the lowest compared entry with this formula, charge and spin = 0.000 eV
E_HOMO (alpha / beta) = -0.077 / -0.380 Eh
2S+1 = 2
E_LUMO (alpha / beta) = 0.4 / 0.3 eV

Partial charges, natural (NBO), in e: number 1, O, carries -0.83; number 2, H, carries 0.54; number 3, H, carries 0.54; number 4, H, carries 0.55; number 5, C, carries -0.63; number 6, C, carries 0.11; number 7, C, carries -0.65; number 8, O, carries -0.73; number 9, H, carries 0.20; number 10, H, carries 0.21; number 11, H, carries 0.23; number 12, H, carries 0.15; number 13, H, carries 0.20; number 14, H, carries 0.21; number 15, H, carries 0.20; number 16, H, carries 0.47; number 17, C, carries -0.67; number 18, C, carries 0.08; number 19, C, carries -0.68; number 20, O, carries -0.75; number 21, H, carries 0.21; number 22, H, carries 0.22; number 23, H, carries 0.21; number 24, H, carries 0.16; number 25, H, carries 0.19; number 26, H, carries 0.22; number 27, H, carries 0.22; number 28, H, carries 0.48; number 29, C, carries -0.30; number 30, O, carries -0.79; number 31, H, carries 0.18; number 32, H, carries 0.19; number 33, H, carries 0.18; number 34, H, carries 0.49; number 35, C, carries -0.42; number 36, O, carries -0.91; number 37, H, carries 0.18; number 38, H, carries 0.18; number 39, H, carries 0.18; number 40, H, carries 0.38; number 41, C, carries -0.41; number 42, O, carries -0.76; number 43, H, carries 0.16; number 44, H, carries 0.20; number 45, H, carries 0.15; number 46, H, carries 0.47